The following is a DFT calculation (ωB97M-V/def2-TZVPD) of 16 unconnected molecules or ions with the total composition C33H83F9IN3O20PS2.

Summary:
* gap between HOMO and LUMO: 5.135 eV
* maximum force: 6.35 eV/Å
* HOMO energy: -0.348 Eh
* spin multiplicity: 1
* net charge: +1
* molar mass: 1235.0 g mol⁻¹

Last column: Mulliken charge in e.
Element x y z (Å)
C  -3.34230  -8.39686  -2.10873  -0.810
C  -2.78291  -8.29872  -3.37116  0.242
C  -3.31487  -7.31918  -4.45599  0.647
O  -3.86763  -7.78591  -5.42335  -0.564
O  -3.18356  -5.92940  -4.33901  -0.407
C  -1.90263  -5.60084  -3.74454  0.070
C  -1.53443  -4.13681  -4.22125  -0.876
C  -0.37291  -3.57242  -3.28638  -0.123
C  -0.76197  -2.08041  -2.89847  -0.830
C  0.51345  -1.14534  -3.04560  -0.016
C  0.00562  0.35669  -2.84632  -1.562
C  -0.14805  0.75034  -1.33529  0.808
C  -1.17219  1.96844  -1.37290  -1.154
N  -0.45304  3.06722  -0.63286  0.321
S  -1.44866  4.15102  0.25369  1.065
O  -2.66017  4.32038  -0.54821  -0.743
O  -1.81026  3.67515  1.58654  -0.444
C  -0.57972  5.80167  0.23088  0.504
F  0.74538  5.57713  -0.06462  -0.194
F  -1.09563  6.48136  -0.84052  -0.276
C  -0.83097  6.71195  1.50219  0.689
F  -2.13822  6.54003  1.90315  -0.245
F  -0.76436  8.01911  1.06896  -0.264
C  0.12849  6.45457  2.71659  0.668
F  -0.03714  5.19758  3.26553  -0.217
F  1.45504  6.63556  2.39473  -0.265
C  -0.12834  7.46637  3.93120  0.414
F  0.79276  7.08929  4.88973  -0.222
F  0.18072  8.75331  3.61089  -0.124
F  -1.34002  7.32150  4.50322  -0.182
C  0.59690  2.42723  0.07476  -0.222
N  1.16546  2.81500  1.19463  0.408
C  2.22060  2.09974  1.92813  -0.775
C  1.59111  1.30985  3.15914  0.226
O  0.42714  1.00144  3.18334  -0.372
I  3.01079  0.90486  4.78484  0.115
N  1.03988  1.22136  -0.55958  0.274
P  2.55625  1.37950  -1.48349  0.330
S  2.70281  3.04054  -2.46511  -0.324
H  -3.48432  -7.51327  -1.43950  0.251
H  -3.61203  -9.41914  -1.75138  0.242
H  -1.88453  -8.90914  -3.65138  0.280
H  -2.02917  -5.62904  -2.63177  0.073
H  -1.08111  -6.31116  -4.03293  0.066
H  -1.21856  -4.18032  -5.29635  0.240
H  -2.48040  -3.54737  -4.13748  0.334
H  -0.28382  -4.18592  -2.34959  0.357
H  0.61478  -3.56210  -3.82321  0.226
H  -1.10367  -2.01010  -1.82909  -0.075
H  -1.52986  -1.69251  -3.61132  0.431
H  1.25933  -1.43244  -2.26270  0.303
H  0.88761  -1.25144  -4.08950  0.221
H  -1.03586  0.36525  -3.27833  0.533
H  0.59099  1.09640  -3.45659  0.544
H  -0.70309  -0.03094  -0.75818  0.053
H  -1.25221  2.36465  -2.41784  0.377
H  -2.22641  1.74162  -1.07452  0.287
H  0.83952  3.69652  1.59908  -0.261
H  2.88334  2.88185  2.39259  0.476
H  2.84065  1.41225  1.31276  0.383
H  2.68201  0.24341  -2.34936  0.065
H  3.68158  1.29847  -0.59575  0.167
C  -2.35511  -4.63556  0.36483  -0.450
O  -1.89447  -5.84180  -0.23439  -0.489
H  -2.43142  -3.87148  -0.40829  0.145
H  -3.33943  -4.79307  0.81294  0.361
H  -1.64886  -4.30341  1.12943  0.162
H  -1.83437  -6.50373  0.46427  0.261
C  3.85565  7.14555  6.53515  -0.336
O  3.69863  5.74986  6.29451  -0.503
H  4.91674  7.36828  6.63231  0.283
H  3.44258  7.71380  5.69740  0.023
H  3.34392  7.42022  7.46065  0.239
H  2.75335  5.57901  6.21414  0.280
C  3.87972  9.29841  3.02361  -0.445
O  2.92330  9.58159  2.00902  -0.531
H  4.86947  9.54897  2.64658  0.321
H  3.67077  9.89893  3.91271  0.246
H  3.85060  8.23521  3.27963  0.134
H  2.05634  9.35340  2.36231  0.252
C  6.80355  6.45394  9.25741  -0.521
O  6.31543  7.78438  9.13502  -0.500
H  7.72472  6.36868  8.68324  0.217
H  7.01082  6.22688  10.30598  0.284
H  6.06719  5.74771  8.86406  0.224
H  5.50224  7.83771  9.64980  0.295
C  -0.88464  -11.01284  -5.68238  -0.804
O  -0.84443  -9.70371  -5.10928  -0.325
H  -1.56599  -11.63147  -5.09765  0.335
H  -1.24504  -10.95121  -6.71037  0.301
H  0.10454  -11.44931  -5.66021  0.333
H  -0.23700  -9.17623  -5.64713  0.050
C  -3.29374  1.76847  4.82278  -0.504
O  -3.63722  3.12299  4.56182  -0.547
H  -3.85845  1.42844  5.68911  0.323
H  -3.54720  1.14552  3.96066  0.226
H  -2.22399  1.68781  5.03603  0.192
H  -3.12730  3.40374  3.79285  0.301
C  -2.62895  7.93298  7.97546  -0.490
O  -1.23149  7.71308  7.83266  -0.479
H  -2.94348  7.57409  8.95398  0.259
H  -2.84411  9.00089  7.89675  0.249
H  -3.17014  7.38487  7.19948  0.205
H  -0.98291  8.03943  6.96173  0.243
C  -1.58687  11.10259  -0.44880  -0.557
O  -1.24788  9.93491  -1.18747  -0.539
H  -1.62516  11.94695  -1.13438  0.255
H  -2.56555  10.97690  0.02155  0.254
H  -0.82915  11.29479  0.31573  0.223
H  -1.21880  9.20055  -0.56577  0.361
C  0.20061  -7.99749  -8.71692  -0.687
O  0.83941  -8.16622  -7.45189  -0.297
H  -0.85419  -8.24365  -8.60832  0.258
H  0.29691  -6.96074  -9.04598  0.268
H  0.65225  -8.66450  -9.45495  0.273
H  1.77146  -7.94316  -7.56473  0.227
C  3.04537  -9.46006  -4.61756  -0.486
O  2.44722  -8.18802  -4.84747  -0.417
H  3.99843  -9.49518  -5.14400  0.249
H  3.21944  -9.60323  -3.54857  0.292
H  2.39475  -10.25282  -4.99589  0.148
H  1.60685  -8.17898  -4.37360  0.228
C  -0.30381  11.44026  6.25839  -0.551
O  -1.37349  10.55813  5.93164  -0.499
H  -0.66290  12.16566  6.98562  0.264
H  0.52638  10.87648  6.69164  0.239
H  0.03362  11.96565  5.36155  0.271
H  -1.03408  9.92785  5.28822  0.247
C  -7.19471  -8.89709  -2.14615  -0.530
O  -6.13306  -9.70772  -1.65798  -0.464
H  -6.77040  -7.98435  -2.56155  0.182
H  -7.74097  -9.42859  -2.92895  0.266
H  -7.87436  -8.63975  -1.32951  0.286
H  -6.52734  -10.50924  -1.29562  0.279
C  -1.32667  -2.61645  3.72577  -0.607
O  -1.06378  -2.11312  2.41776  -0.383
H  -2.07305  -3.40556  3.65304  0.232
H  -0.40500  -3.02457  4.14743  0.325
H  -1.70668  -1.81542  4.36410  0.224
H  -0.39813  -1.41604  2.50072  0.224
C  3.58373  -3.28716  -3.16556  -0.649
O  3.20886  -1.94650  -3.47985  -0.373
H  2.98405  -3.62652  -2.32183  0.250
H  3.39772  -3.93668  -4.02326  0.273
H  4.64088  -3.32539  -2.89448  0.295
H  3.75041  -1.66651  -4.22799  0.251
C  2.43832  -11.60704  -7.86124  -0.652
O  1.21111  -11.22635  -7.25127  -0.364
H  2.49239  -12.69425  -7.88369  0.240
H  2.48298  -11.22366  -8.88430  0.239
H  3.28058  -11.21671  -7.28300  0.246
H  1.17525  -10.26092  -7.23567  0.224

=====

The following is a DFT calculation (ωB97M-V/def2-TZVPD) of a molecular structure, C33H84N5NaO14.

Summary:
* ⟨S²⟩: 0.76
* gap between HOMO and LUMO (alpha / beta): 6.682 / 2.200 eV
* maximum force: 2.84 eV/Å
* HOMO energy (alpha / beta): -0.389 / -0.389 Eh
* spin multiplicity: 2
* net charge: +1
* molar mass: 798.0 g mol⁻¹

Last column: Mulliken charge in e.
Element x y z (Å)
Na  14.00605  -6.88503  -26.73037  0.484
N  12.92455  -4.31715  -24.80863  1.175
O  13.72982  -3.43936  -25.13264  -0.334
O  12.47042  -4.36012  -23.66432  -0.472
O  12.66914  -5.25038  -25.52222  -0.478
C  14.15864  -0.13646  -27.14458  -1.111
C  15.31787  -1.07408  -27.44235  0.422
C  16.36164  -1.16745  -26.34374  -0.919
O  14.80375  -2.40444  -27.67482  -0.392
H  14.48152  0.84751  -26.80449  0.408
H  13.48364  -0.48883  -26.36463  0.061
H  13.50139  -0.03661  -28.00838  0.332
H  15.86982  -0.74202  -28.32166  0.324
H  15.95001  -1.57384  -25.41988  -0.075
H  16.73692  -0.16767  -26.12534  0.471
H  17.18411  -1.79362  -26.68949  0.277
H  14.49351  -2.66844  -26.80554  0.220
C  17.81261  -2.46974  -21.21908  -1.613
C  16.66319  -2.68706  -22.18429  0.871
C  17.03193  -3.53865  -23.47617  -0.794
O  15.76365  -3.48204  -21.47214  -0.597
H  18.45440  -1.67014  -21.58901  0.390
H  18.47396  -3.33435  -21.16295  0.329
H  17.43939  -2.23109  -20.22316  0.402
H  16.26505  -1.72121  -22.49530  0.008
H  17.87065  -3.12564  -24.03661  0.503
H  16.10896  -3.57029  -24.05515  -0.277
H  17.29983  -4.58505  -23.32994  0.433
H  14.85976  -3.23532  -21.68121  0.474
C  11.80637  -0.93463  -23.20135  -1.253
C  13.15234  -1.05519  -22.50740  1.634
C  13.44414  0.06499  -21.48813  -1.427
O  13.22239  -2.28964  -21.82665  -0.604
H  11.52749  -1.83721  -23.74511  0.244
H  11.82894  -0.13391  -23.94057  0.356
H  11.02647  -0.87242  -22.44241  0.358
H  13.95265  -1.13460  -23.24313  -0.589
H  12.71755  -0.04211  -20.68271  0.358
H  13.56422  1.10514  -21.79105  0.368
H  14.39811  -0.22696  -21.04902  0.358
H  12.85258  -2.92228  -22.44683  0.275
C  4.60139  -2.64119  -30.39751  -0.762
O  5.05272  -3.43531  -29.30081  -0.331
C  5.23792  -2.89143  -28.03715  -0.621
C  5.78384  -3.91220  -26.95596  -0.664
N  7.19368  -4.10407  -27.12892  -0.344
C  7.50811  -5.30692  -26.30023  -1.193
C  9.06762  -5.58736  -26.34493  0.697
O  9.36398  -5.86998  -27.69634  -0.454
C  10.77129  -5.73705  -28.07029  -0.282
H  5.46184  -2.63001  -31.06654  0.268
H  4.41203  -1.59307  -30.16581  0.340
H  3.72888  -2.96486  -30.96501  0.254
H  4.27810  -2.54149  -27.65720  0.443
H  5.87562  -2.00783  -28.06350  0.382
H  5.21284  -4.83834  -26.89027  0.386
H  5.69136  -3.50891  -25.94754  0.375
H  7.43535  -4.34519  -28.07947  0.263
H  7.07680  -6.20986  -26.73240  0.477
H  7.22908  -5.10841  -25.26542  0.503
H  9.45206  -6.34530  -25.66240  -0.298
H  9.55174  -4.68032  -25.98301  0.057
H  11.24970  -4.78990  -27.82105  0.243
H  10.90059  -5.91927  -29.13714  0.301
H  11.35387  -6.53493  -27.60977  -0.150
C  11.20729  -8.56508  -25.45396  -0.992
O  12.48704  -8.77566  -25.96939  0.462
C  12.52297  -9.96254  -26.77144  -1.025
C  13.84937  -10.06905  -27.56953  -0.960
N  14.17496  -8.87744  -28.36424  -0.103
C  13.17272  -8.66081  -29.39934  -0.751
C  13.40526  -7.29177  -30.09771  -1.048
O  13.39949  -6.20032  -29.20340  0.628
C  13.54931  -4.94376  -29.82714  -1.224
H  10.40074  -8.52295  -26.18595  0.522
H  11.20823  -7.61865  -24.91324  -0.252
H  11.02691  -9.40234  -24.77976  0.574
H  11.62746  -9.96634  -27.39285  0.608
H  12.41788  -10.84165  -26.13565  0.413
H  13.78471  -10.91830  -28.24975  0.499
H  14.68219  -10.17839  -26.87487  0.197
H  15.06624  -9.05725  -28.80398  0.232
H  12.15077  -8.74139  -29.02890  0.321
H  13.30552  -9.50624  -30.07441  0.484
H  12.66551  -7.11763  -30.87908  0.400
H  14.40082  -7.22128  -30.53588  0.466
H  12.64346  -4.69714  -30.38097  0.396
H  14.52935  -4.85121  -30.29518  0.350
H  13.51232  -4.16137  -29.06912  0.269
C  9.87783  -6.22950  -22.49228  0.205
O  8.93844  -7.10197  -21.88786  -0.415
C  8.59301  -8.19416  -22.66227  0.415
C  8.00584  -9.12142  -21.64960  -0.791
N  7.76186  -10.45225  -22.19015  -0.272
C  6.75732  -11.08672  -21.37157  -0.832
C  7.23848  -11.46606  -19.95787  -0.348
O  8.11251  -12.62404  -20.01089  -0.337
C  8.42574  -13.19543  -18.78100  -0.725
H  10.00883  -5.28421  -21.96563  0.305
H  9.44923  -6.06938  -23.48161  -0.080
H  10.87050  -6.60134  -22.74615  -0.188
H  9.47492  -8.65696  -23.10516  -0.413
H  7.97560  -7.91428  -23.51583  0.234
H  7.07081  -8.65579  -21.33816  0.386
H  8.59361  -9.17830  -20.73342  0.241
H  8.60264  -11.01129  -22.16452  0.286
H  6.32035  -11.92618  -21.91237  0.354
H  5.90231  -10.41968  -21.26147  0.389
H  6.37248  -11.72226  -19.34753  0.438
H  7.71759  -10.64780  -19.42028  0.331
H  9.36283  -12.78608  -18.40365  0.251
H  8.53189  -14.27153  -18.91824  0.235
H  7.63355  -13.03177  -18.05042  0.333
C  12.85482  -8.38252  -21.19450  -0.622
O  13.92993  -8.36792  -22.10212  -0.513
C  14.12954  -7.07336  -22.66971  -0.309
C  15.38002  -6.99170  -23.50693  -0.131
N  15.35179  -7.86940  -24.68277  0.156
C  16.63203  -8.20252  -25.24993  -0.957
C  17.27255  -7.03159  -26.06500  -0.440
O  16.45687  -6.81053  -27.20894  -0.023
C  16.72172  -5.65318  -27.94814  -0.625
H  12.88488  -9.22204  -20.49995  0.346
H  11.89918  -8.34539  -21.71744  0.081
H  12.80634  -7.51134  -20.54120  0.343
H  14.06314  -6.30651  -21.89793  0.619
H  13.25463  -6.97106  -23.31172  -0.230
H  16.24599  -7.32059  -22.93244  0.637
H  15.65273  -5.96971  -23.77012  -0.446
H  14.80641  -8.70367  -24.51949  0.157
H  16.53518  -9.03192  -25.95051  0.243
H  17.35098  -8.49431  -24.48438  0.497
H  18.25268  -7.33259  -26.43495  0.439
H  17.34322  -6.13499  -25.44920  0.245
H  16.86311  -4.77278  -27.32123  0.287
H  15.94025  -5.35354  -28.64644  -0.061
H  17.64511  -5.76797  -28.51582  0.346